No. 1
Molecular formula: C2H6OS
Method: DFT, ωB97M-V with the def2-TZVPD basis set

Structure (XYZ):
```
10
Properties=species:S:1:pos:R:3:forces:R:3
S -2.549 2.396 -4.223 0.495 -0.190 -0.199
H -3.765 1.835 -3.809 0.063 0.652 0.058
H -2.570 3.809 -4.101 -0.536 -0.467 0.177
O 1.391 -2.598 0.627 -0.021 -0.003 -0.367
C 1.663 -1.865 1.535 -0.275 0.035 0.697
C 0.956 -0.580 1.886 0.252 -0.514 -1.005
H 2.429 -2.170 2.272 0.329 0.024 -0.037
H 1.586 0.258 1.594 0.244 0.162 0.264
H 0.070 -0.502 1.261 -0.314 0.027 0.323
H 0.789 -0.584 2.958 -0.239 0.274 0.088
```
Forces are in eV/Å.

Energy = -15051.858 eV
Frontier orbital gap (alpha / beta) = 1.9 / 7.4 eV
Relative energy (zero: lowest compared OMol25 entry of this formula, charge and spin) = 82.2 kJ/mol
Net charge = -1
<S²> = 0.751
2S+1 = 2
Lowest unoccupied orbital energy (alpha / beta) = 2.8894 / 2.8008 eV

Charges computed using Löwdin, reported in e: number 1, S, carries -0.249; number 2, H, carries -0.337; number 3, H, carries -0.334; number 4, O, carries 0.039; number 5, C, carries -0.355; number 6, C, carries -0.085; number 7, H, carries 0.104; number 8, H, carries 0.075; number 9, H, carries 0.074; number 10, H, carries 0.068

---

No. 2
Molecular formula: C2H6OS
Method: DFT, ωB97M-V with the def2-TZVPD basis set

Structure (XYZ):
```
10
Properties=species:S:1:pos:R:3:forces:R:3
C -1.285 -0.510 -0.117 -2.932 0.067 2.821
C -0.176 0.388 0.186 0.865 0.976 2.422
S 1.379 -0.650 0.214 0.078 1.378 -0.885
O 2.619 0.476 -0.047 -0.293 -0.288 -0.226
H -1.534 -0.675 -1.116 -0.024 -0.879 -1.590
H -1.002 -1.357 0.536 -0.886 -0.597 -0.974
H -2.282 -0.091 0.408 2.086 -0.844 -1.239
H -0.453 0.545 1.273 1.199 0.822 -0.980
H -0.128 1.344 -0.342 0.391 -0.344 -0.041
H 2.862 0.529 -0.995 -0.484 -0.292 0.692
```
Forces are in eV/Å.

Energy = -15052.440 eV
Frontier orbital gap = 9.4 eV
Relative energy (zero: lowest compared OMol25 entry of this formula, charge and spin) = 95.7 kJ/mol
Structure (SMILES) = CCSO
Lowest unoccupied orbital energy = 0.6321 eV

Charges computed using Löwdin, reported in e: number 1, C, carries -0.237; number 2, C, carries -0.550; number 3, S, carries 0.850; number 4, O, carries -0.500; number 5, H, carries 0.044; number 6, H, carries 0.059; number 7, H, carries 0.128; number 8, H, carries 0.081; number 9, H, carries 0.085; number 10, H, carries 0.040

---

No. 3
Molecular formula: C2H6OS2
Method: DFT, ωB97M-V with the def2-TZVPD basis set

Structure (XYZ):
```
11
Properties=species:S:1:pos:R:3:forces:R:3
C -2.331 0.898 -1.546 -0.826 1.085 -0.213
O -1.337 0.516 -2.077 0.759 -0.688 0.210
H -2.639 0.744 -0.498 0.394 -0.440 0.123
H -3.020 1.544 -2.112 -0.294 0.020 -0.067
C 1.218 -1.034 0.007 1.015 -0.499 0.680
S 0.265 0.054 1.112 0.799 -0.173 0.383
S 1.502 -0.027 2.831 -0.809 -0.014 -0.608
H 1.961 -0.593 -0.661 -0.726 0.618 -0.324
H 0.545 -1.732 -0.478 -0.026 0.153 -0.247
H 1.896 -1.599 0.656 -0.487 -0.263 0.119
H 1.940 1.229 2.767 0.200 0.202 -0.056
```
Forces are in eV/Å.

Energy = -25888.066 eV
Frontier orbital gap = 9.4 eV
Relative energy (zero: lowest compared OMol25 entry of this formula, charge and spin) = 60.9 kJ/mol
Structure (SMILES) = C=O.CSS
Lowest unoccupied orbital energy = 0.5343 eV

Charges computed using Löwdin, reported in e: number 1, C, carries -0.159; number 2, O, carries -0.004; number 3, H, carries 0.075; number 4, H, carries 0.076; number 5, C, carries -0.498; number 6, S, carries 0.355; number 7, S, carries 0.311; number 8, H, carries 0.037; number 9, H, carries 0.024; number 10, H, carries -0.001; number 11, H, carries -0.217

---

No. 4
Molecular formula: C2H6OS2
Method: DFT, ωB97M-V with the def2-TZVPD basis set

Structure (XYZ):
```
11
Properties=species:S:1:pos:R:3:forces:R:3
C 1.805 1.990 -1.744 -1.798 0.820 0.868
C 2.080 0.820 -1.174 0.864 1.025 0.151
O 3.347 0.406 -0.883 -0.652 -0.693 0.327
H 0.754 2.281 -1.796 0.023 -0.531 -0.145
H 2.362 2.921 -1.779 1.014 -0.644 -0.466
H 1.316 0.188 -0.743 0.122 -0.385 -0.584
H 3.914 1.167 -0.951 0.572 0.440 -0.195
S -2.497 -0.988 1.555 -0.184 0.645 -1.008
S -0.975 -0.434 0.188 -0.696 0.041 0.943
H -1.757 -1.367 2.570 0.681 -0.335 0.439
H -1.362 -1.308 -0.727 0.055 -0.384 -0.330
```
Forces are in eV/Å.

Energy = -25887.730 eV
Frontier orbital gap = 9.3 eV
Relative energy (zero: lowest compared OMol25 entry of this formula, charge and spin) = 93.3 kJ/mol
Structure (SMILES) = C=CO.SS
Lowest unoccupied orbital energy = 0.1525 eV

Charges computed using Löwdin, reported in e: number 1, C, carries -0.006; number 2, C, carries -0.285; number 3, O, carries -0.001; number 4, H, carries 0.046; number 5, H, carries 0.055; number 6, H, carries 0.019; number 7, H, carries 0.086; number 8, S, carries 0.259; number 9, S, carries 0.273; number 10, H, carries -0.235; number 11, H, carries -0.211

---

No. 5
Molecular formula: C2H6OS5
Method: DFT, ωB97M-V with the def2-TZVPD basis set

Structure (XYZ):
```
14
Properties=species:S:1:pos:R:3:forces:R:3
C 0.224 -1.098 -0.505 -0.739 0.014 0.242
C -0.306 0.294 -0.809 -1.550 0.097 0.653
O 0.546 2.601 0.304 0.088 1.853 -0.177
S 1.990 -1.231 -0.389 1.203 -0.306 0.115
S -0.496 -1.627 1.131 0.167 -0.377 -1.136
S 0.387 1.088 -2.302 0.074 0.103 0.540
S -1.064 1.442 2.553 0.308 0.039 -1.536
S 0.354 1.262 0.801 0.287 -1.538 0.314
H -0.104 -1.660 -1.361 -0.300 -0.947 0.086
H -1.442 0.102 -1.007 1.812 0.940 0.808
H 1.968 -2.185 0.576 0.127 0.338 -0.362
H -1.370 -0.628 1.134 -0.489 -0.127 0.208
H 0.814 2.252 -1.722 -0.303 -0.604 -0.080
H -1.666 2.190 1.632 -0.684 0.514 0.325
```
Forces are in eV/Å.

Energy = -58392.411 eV
Frontier orbital gap = 8.1 eV
Relative energy (zero: lowest compared OMol25 entry of this formula, charge and spin) = 46.9 kJ/mol
Lowest unoccupied orbital energy = -0.8167 eV

Charges computed using Löwdin, reported in e: number 1, C, carries -1.142; number 2, C, carries -0.880; number 3, O, carries -0.597; number 4, S, carries 0.692; number 5, S, carries 0.684; number 6, S, carries 0.728; number 7, S, carries 0.419; number 8, S, carries 0.591; number 9, H, carries 0.051; number 10, H, carries 0.111; number 11, H, carries -0.131; number 12, H, carries -0.208; number 13, H, carries -0.115; number 14, H, carries -0.203

---

No. 6
Molecular formula: C2H6PS2
Method: DFT, ωB97M-V with the def2-TZVPD basis set

Structure (XYZ):
```
11
Properties=species:S:1:pos:R:3:forces:R:3
C -1.298 -0.411 0.884 -1.600 0.354 -0.796
C 0.861 0.831 -1.093 2.114 -2.492 -3.218
P 0.349 -0.506 0.108 0.423 1.814 0.546
S 0.321 -2.400 -0.732 0.317 0.688 0.357
S 1.618 0.191 1.735 -0.689 -1.064 -1.190
H -1.473 0.448 1.524 0.725 0.563 -0.108
H -1.421 -1.227 1.597 0.036 -0.469 -0.395
H -2.171 -0.347 0.151 1.357 -0.587 0.670
H 2.019 0.656 -1.411 -2.645 0.090 1.004
H 0.836 1.758 -0.658 -0.130 2.175 1.727
H 0.360 1.006 -2.104 0.092 -1.072 1.403
```
Forces are in eV/Å.

Energy = -33121.126 eV
Frontier orbital gap (alpha / beta) = 6.9 / 7.1 eV
Relative energy (zero: lowest compared OMol25 entry of this formula, charge and spin) = 166.5 kJ/mol
Net charge = +1
Lowest unoccupied orbital energy (alpha / beta) = -7.9953 / -7.4756 eV

Charges computed using Löwdin, reported in e: number 1, C, carries -0.297; number 2, C, carries -0.276; number 3, P, carries 0.175; number 4, S, carries 0.514; number 5, S, carries 0.459; number 6, H, carries 0.056; number 7, H, carries 0.058; number 8, H, carries 0.100; number 9, H, carries 0.125; number 10, H, carries -0.007; number 11, H, carries 0.092

---

No. 7
Molecular formula: C2H6PS3
Method: DFT, ωB97M-V with the def2-TZVPD basis set

Structure (XYZ):
```
12
Properties=species:S:1:pos:R:3:forces:R:3
C -1.344 0.775 0.668 -0.625 -2.070 -1.150
C -0.689 -1.061 -0.698 0.412 1.236 -0.585
P 0.455 -0.029 0.388 -0.987 -0.135 -1.557
S -2.273 -0.226 -0.291 1.567 0.857 1.301
S 2.066 -1.304 -0.048 1.172 -0.163 -0.509
S 1.063 1.793 -0.418 0.812 -0.697 0.110
H 0.505 -0.285 1.715 -0.134 -0.013 1.283
H -1.694 1.552 1.285 -0.909 1.074 0.608
H -0.433 -0.824 -1.739 -0.012 0.026 0.131
H -0.609 -2.116 -0.620 -0.325 -1.022 0.434
H 3.128 -0.456 -0.014 -0.432 -0.134 0.108
H -0.174 2.181 -0.228 -0.538 1.042 -0.174
```
Forces are in eV/Å.

Energy = -43956.254 eV
Frontier orbital gap = 7.4 eV
Relative energy (zero: lowest compared OMol25 entry of this formula, charge and spin) = 164.4 kJ/mol
Net charge = +1
Lowest unoccupied orbital energy = -6.2147 eV

Charges computed using Löwdin, reported in e: number 1, C, carries -0.481; number 2, C, carries -0.561; number 3, P, carries 0.093; number 4, S, carries 1.059; number 5, S, carries 0.466; number 6, S, carries 0.615; number 7, H, carries 0.002; number 8, H, carries 0.037; number 9, H, carries 0.070; number 10, H, carries 0.046; number 11, H, carries -0.148; number 12, H, carries -0.199

---

No. 8
Molecular formula: C2H6S
Method: DFT, ωB97M-V with the def2-TZVPD basis set

Structure (XYZ):
```
9
Properties=species:S:1:pos:R:3:forces:R:3
C 0.307 0.307 1.467 0.474 -1.024 0.056
C 0.397 -1.016 1.393 -0.555 -0.344 -0.344
H 0.919 0.900 0.801 0.076 0.398 0.413
H -0.322 0.722 2.242 -0.257 0.451 -0.426
H 1.089 -1.577 0.776 0.077 0.399 -0.334
H -0.344 -1.666 1.844 0.188 0.110 0.654
S -0.212 0.907 -2.395 -0.663 -0.331 -0.680
H -1.178 1.595 -3.036 0.256 0.225 0.267
H -0.655 -0.171 -3.092 0.403 0.116 0.395
```
Forces are in eV/Å.

Energy = -13005.233 eV
Frontier orbital gap = 10.6 eV
Relative energy (zero: lowest compared OMol25 entry of this formula, charge and spin) = 111.9 kJ/mol
Structure (SMILES) = C=C.S
Lowest unoccupied orbital energy = 0.9040 eV

Charges computed using Löwdin, reported in e: number 1, C, carries -0.087; number 2, C, carries -0.091; number 3, H, carries 0.033; number 4, H, carries 0.046; number 5, H, carries 0.041; number 6, H, carries 0.041; number 7, S, carries 0.454; number 8, H, carries -0.225; number 9, H, carries -0.213

---

No. 9
Molecular formula: C2H6S
Method: DFT, ωB97M-V with the def2-TZVPD basis set

Structure (XYZ):
```
9
Properties=species:S:1:pos:R:3:forces:R:3
C -0.996 -0.494 -0.011 -1.193 -0.342 2.473
C 0.243 0.395 -0.382 -0.839 -1.891 2.528
H -2.006 0.031 -0.073 1.460 0.018 -0.540
H -1.078 -0.749 1.167 0.839 0.141 -2.715
H -1.130 -1.398 -0.633 0.410 0.264 0.541
H 0.051 1.288 0.205 0.979 0.271 -0.175
H 0.200 0.566 -1.394 -0.080 0.850 -2.311
H 2.757 0.788 1.320 -1.527 -2.245 -2.771
S 1.958 -0.428 -0.198 -0.050 2.933 2.969
```
Forces are in eV/Å.

Energy = -13003.046 eV
Frontier orbital gap = 8.0 eV
Relative energy (zero: lowest compared OMol25 entry of this formula, charge and spin) = 322.9 kJ/mol
Lowest unoccupied orbital energy = -1.2001 eV

Charges computed using Löwdin, reported in e: number 1, C, carries -0.205; number 2, C, carries -0.625; number 3, H, carries 0.071; number 4, H, carries 0.108; number 5, H, carries 0.054; number 6, H, carries 0.057; number 7, H, carries -0.002; number 8, H, carries 0.096; number 9, S, carries 0.447

---

No. 10
Molecular formula: C2H6S2
Method: DFT, ωB97M-V with the def2-TZVPD basis set

Structure (XYZ):
```
10
Properties=species:S:1:pos:R:3:forces:R:3
C 1.657 -0.970 0.075 -1.040 0.783 -0.127
S -0.108 -1.240 0.737 0.557 -0.838 1.320
S -1.918 -0.617 -0.122 2.412 0.553 -0.822
C -1.443 1.159 -0.182 -1.404 0.182 0.183
H 1.992 0.081 0.185 -0.435 -0.544 -0.311
H 1.787 -1.355 -0.929 0.089 0.056 -0.083
H 2.248 -1.550 0.792 -0.417 -0.125 -0.111
H -2.199 1.583 -0.876 0.552 0.210 0.556
H -0.429 1.399 -0.533 -0.462 -0.548 0.005
H -1.586 1.509 0.854 0.148 0.271 -0.611
```
Forces are in eV/Å.

Energy = -23840.935 eV
Frontier orbital gap = 8.6 eV
Relative energy (zero: lowest compared OMol25 entry of this formula, charge and spin) = 84.7 kJ/mol
Structure (SMILES) = CSSC
Lowest unoccupied orbital energy = 0.3101 eV

Charges computed using Löwdin, reported in e: number 1, C, carries -0.400; number 2, S, carries 0.358; number 3, S, carries 0.392; number 4, C, carries -0.499; number 5, H, carries 0.028; number 6, H, carries 0.018; number 7, H, carries 0.022; number 8, H, carries 0.026; number 9, H, carries 0.029; number 10, H, carries 0.026